{
  "formula": "C16H20NOOsSe",
  "method": "ωB97M-V/def2-TZVPD",
  "e_lumo_ev": [2.54, 2.48],
  "spin_multiplicity": 5,
  "total_charge": -1,
  "homo_energy_ev": [-0.476, -4.005],
  "species": ["Os", "C", "C", "C", "H", "C", "C", "H", "H", "H", "H", "C", "C", "C", "H", "C", "C", "H", "H", "H", "H", "O", "C", "C", "C", "C", "C", "H", "H", "H", "H", "H", "H", "H", "H", "H", "H", "Se", "C", "N"],
  "positions_angstrom": [[0.68472, 1.26083, 0.41770], [0.08132, 2.00990, 2.57081], [-1.02788, 1.16316, 2.29008], [-0.52572, -0.12418, 1.97325], [-2.07596, 1.44813, 2.29428], [0.90218, -0.09561, 2.06756], [1.27989, 1.24092, 2.46345], [2.27694, 1.58823, 2.69410], [0.04102, 3.05431, 2.86975], [-1.11983, -1.00412, 1.76336], [1.56363, -0.94226, 1.94253], [1.40298, 2.25379, -1.33821], [2.37797, 2.25853, -0.30669], [2.68626, 0.90605, 0.00366], [2.80728, 3.14056, 0.16318], [1.88848, 0.07448, -0.82493], [1.09848, 0.91134, -1.65671], [0.37483, 0.58098, -2.39048], [0.94901, 3.12530, -1.79002], [3.40535, 0.56480, 0.73726], [1.89767, -1.00862, -0.83136], [-1.15365, -0.71239, -0.74033], [-1.04628, -2.39003, -1.09507], [-2.57770, -2.42598, -0.96669], [-0.24595, -3.06600, -0.02219], [-0.50697, -2.51355, -2.49548], [-2.58088, -0.91528, -0.72320], [-2.92551, -2.99853, -0.10204], [-3.08394, -2.71993, -1.88901], [-3.05457, -0.33948, -1.53161], [-2.98944, -0.62120, 0.25396], [-0.17622, -4.14328, -0.23548], [-0.71488, -2.93248, 0.95983], [0.77450, -2.66006, 0.01443], [-0.72582, -3.51631, -2.89335], [0.58107, -2.37258, -2.49616], [-0.96464, -1.76460, -3.15426], [1.20497, 5.58683, 1.23241], [-0.00274, 4.45555, 0.59136], [-0.77998, 3.64277, 0.18030]]
}

=====

{
  "formula": "C16H21Br36F3P",
  "method": "ωB97M-V/def2-TZVPD",
  "e_lumo_ev": 0.61,
  "de_lowest_kcal_mol": 5.6,
  "total_charge": -1,
  "homo_energy_ev": -3.771,
  "species": ["F", "C", "F", "C", "F", "C", "C", "P", "H", "H", "H", "H", "H", "H", "H", "H", "H", "C", "Br", "Br", "Br", "H", "C", "Br", "Br", "Br", "H", "C", "Br", "Br", "Br", "H", "C", "Br", "Br", "Br", "H", "C", "Br", "Br", "Br", "H", "C", "Br", "Br", "Br", "H", "C", "Br", "Br", "Br", "H", "C", "Br", "Br", "Br", "H", "C", "Br", "Br", "Br", "H", "C", "Br", "Br", "Br", "H", "C", "Br", "Br", "Br", "H", "C", "Br", "Br", "Br", "H"],
  "positions_angstrom": [[4.14325, -0.70109, 2.04338], [4.57375, 0.67179, 2.38900], [6.04116, 0.88505, 2.67614], [3.70640, 1.87034, 2.53609], [4.10365, 2.85011, 3.60946], [2.40126, 2.26392, 1.62707], [1.13289, 2.51829, 2.68615], [-0.16205, 1.10904, 2.49551], [2.11737, 1.49066, 0.79563], [2.68187, 3.27692, 1.06247], [0.69045, 3.58214, 2.46003], [1.56607, 2.44925, 3.78269], [-0.39018, 1.53242, 1.13390], [-1.27121, 1.96207, 2.88329], [0.02242, 0.80918, 3.91757], [0.93373, 0.23508, 2.14231], [-1.06454, -0.02630, 2.34847], [5.18091, -1.38762, -1.12008], [3.36479, -0.69296, -1.17943], [5.20949, -3.32542, -0.95173], [6.23949, -0.77677, -2.63350], [5.64928, -0.98134, -0.21753], [-3.54151, -2.37902, 1.14088], [-5.48212, -2.30755, 1.02541], [-2.70003, -1.99727, -0.57096], [-2.85773, -1.23200, 2.55544], [-3.27466, -3.40736, 1.40606], [-1.84681, 3.74953, 6.13228], [-0.00230, 4.35943, 6.23332], [-2.59722, 4.00469, 4.35576], [-2.03595, 1.91160, 6.74089], [-2.42830, 4.37478, 6.81781], [1.85297, 8.12002, 5.73263], [2.27902, 8.08143, 7.63036], [2.85034, 6.77723, 4.73946], [-0.06151, 7.97985, 5.41747], [2.16860, 9.09776, 5.35391], [-3.64681, -1.26787, -4.58411], [-1.80230, -0.65797, -4.48306], [-4.39722, -1.01271, -6.36062], [-3.83595, -3.10580, -3.97549], [-4.22830, -0.64261, -3.89858], [6.37000, 5.48638, 2.01858], [4.55388, 6.18105, 1.95922], [6.39858, 3.54858, 2.18692], [7.42858, 6.09723, 0.50516], [6.83837, 5.89266, 2.92113], [-3.64681, -3.38078, -9.41192], [-1.80230, -2.77088, -9.31087], [-4.39722, -3.12563, -11.18843], [-3.83595, -5.21871, -8.80330], [-4.22830, -2.75553, -8.72639], [-0.66467, -6.89742, -6.82771], [0.83171, -7.56249, -5.77751], [-1.52621, -5.37498, -5.97674], [-0.14462, -6.50373, -8.66040], [-1.40680, -7.70137, -6.87163], [-6.34657, -7.45913, -6.38281], [-5.73216, -5.69793, -5.83048], [-7.54267, -7.36118, -7.91382], [-4.86307, -8.67686, -6.69989], [-6.92612, -7.87122, -5.55015], [0.13161, 4.59409, 10.31657], [0.41246, 2.71906, 9.88096], [-1.68411, 5.16606, 9.91627], [0.62734, 4.99234, 12.15500], [0.79935, 5.17549, 9.67226], [10.91916, 3.27873, 1.35359], [9.40371, 2.40863, 0.49876], [12.13760, 4.05477, 0.05076], [10.35119, 4.58312, 2.68030], [11.47499, 2.50090, 1.88750], [-11.13770, -7.70289, -5.92187], [-11.74158, -6.36497, -7.19846], [-10.61025, -9.35609, -6.80105], [-9.73163, -7.01746, -4.76544], [-11.99218, -7.94077, -5.27977]]
}

=====

{
  "formula": "C16H21ClF4INO6S",
  "method": "ωB97M-V/def2-TZVPD",
  "e_lumo_ev": -0.18,
  "de_lowest_kcal_mol": 0.0,
  "homo_energy_ev": -9.474,
  "species": ["C", "C", "C", "I", "C", "O", "C", "O", "C", "C", "C", "C", "F", "F", "F", "C", "O", "N", "C", "O", "F", "C", "Cl", "H", "H", "H", "H", "H", "H", "H", "H", "H", "H", "H", "H", "H", "O", "S", "O", "C", "C", "C", "C", "H", "H", "H", "H", "H", "H", "H", "H"],
  "positions_angstrom": [[-2.70715, 0.83981, 2.06461], [-2.65383, 0.90650, 0.53870], [-1.83029, 2.07975, 0.00062], [-2.77770, 2.80238, -1.81193], [-0.37072, 1.75718, -0.35432], [-0.04638, 0.36471, -0.37247], [0.43003, 0.02660, 0.85475], [0.37855, -1.09098, 1.29822], [1.11710, 1.26025, 1.49672], [2.59959, 0.88434, 1.64092], [3.19308, 0.11445, 0.47222], [4.67958, -0.00864, 0.67378], [4.95733, -0.67077, 1.81233], [5.27644, 1.19122, 0.77997], [5.26968, -0.65708, -0.32776], [0.52516, 1.61745, 2.83464], [-0.34769, 2.44346, 2.96910], [1.06396, 0.91748, 4.01183], [1.79936, 1.81542, 4.77180], [2.57865, 2.62834, 4.30453], [1.63420, 1.63892, 6.07424], [0.75235, 2.36378, 0.52032], [2.08061, 2.88074, -0.58464], [-3.50598, 0.20533, 2.41141], [-1.77956, 0.41834, 2.42679], [-2.76621, 1.82231, 2.50613], [-3.65989, 1.01076, 0.17475], [-2.26987, -0.03490, 0.18762], [-1.84460, 2.90576, 0.69149], [-0.16847, 2.10897, -1.34562], [2.69945, 0.26379, 2.51430], [3.14515, 1.79003, 1.85539], [3.05797, 0.59430, -0.48304], [2.82964, -0.90007, 0.46154], [0.28323, 0.52544, 4.52760], [0.42247, 3.29173, 0.94155], [-2.25018, -2.78423, -0.99880], [-2.31402, -2.04729, -2.23504], [-3.03440, -0.80114, -2.31568], [-0.65339, -1.83256, -2.86467], [-0.41463, -3.06951, -3.72484], [-1.70861, -3.28454, -4.52142], [-2.87758, -3.15288, -3.53695], [0.03383, -1.73622, -2.02989], [-0.64595, -0.92210, -3.46375], [0.44632, -2.93871, -4.37835], [-0.22425, -3.93454, -3.08614], [-1.79076, -2.51991, -5.29610], [-1.72247, -4.25410, -5.01657], [-3.76357, -2.72453, -3.99757], [-3.12559, -4.10487, -3.07232]]
}

=====

{
  "formula": "C16H21N3O2S",
  "method": "ωB97M-V/def2-TZVPD",
  "e_lumo_ev": -0.96,
  "de_lowest_kcal_mol": 60.5,
  "homo_energy_ev": -7.697,
  "species": ["C", "N", "C", "C", "C", "C", "C", "C", "C", "H", "H", "H", "H", "H", "H", "H", "H", "H", "H", "C", "C", "N", "C", "O", "C", "C", "O", "N", "C", "C", "C", "S", "H", "H", "H", "H", "H", "H", "H", "H", "H", "H", "H"],
  "positions_angstrom": [[-2.22605, 0.75331, 0.47070], [-1.49297, 0.46525, 1.71254], [-0.06458, 0.55453, 1.70669], [0.70072, -0.60250, 1.90173], [2.08155, -0.55222, 1.68567], [2.71617, 0.67978, 1.46470], [1.95310, 1.85376, 1.39145], [0.56234, 1.78565, 1.45017], [-2.16511, 0.08041, 2.77856], [-1.54835, 0.83599, -0.38303], [-2.94734, -0.05527, 0.27654], [-2.76826, 1.70036, 0.57158], [0.19435, -1.53790, 2.18113], [2.66302, -1.47366, 1.71654], [3.80692, 0.72483, 1.38303], [2.45046, 2.81973, 1.29432], [-0.04799, 2.69225, 1.33857], [-1.63579, -0.07795, 3.72510], [-3.24333, 0.17342, 2.76098], [-2.16472, -4.42430, 7.21648], [-2.17780, -2.93963, 7.01698], [-2.94598, -2.56998, 5.77788], [-2.21114, -2.41613, 4.57118], [-0.96334, -2.38665, 4.64333], [-2.94228, -2.23990, 3.38731], [-4.34496, -2.19576, 3.41005], [-5.05439, -2.02422, 2.40634], [-4.97705, -2.29512, 4.68358], [-6.47847, -2.36829, 4.68700], [-6.94044, -3.79322, 4.61180], [-4.31976, -2.74437, 5.82243], [-5.12397, -3.39117, 7.14851], [-1.56755, -4.66549, 8.10195], [-3.17232, -4.84312, 7.36307], [-1.71091, -4.92372, 6.35041], [-2.68299, -2.42681, 7.84144], [-1.18428, -2.53070, 6.86169], [-2.42469, -2.23300, 2.43943], [-6.79117, -1.88982, 5.61853], [-6.79259, -1.78211, 3.82538], [-8.03539, -3.81549, 4.58217], [-6.55958, -4.27325, 3.70122], [-6.61582, -4.39317, 5.47679]]
}

=====

It is found that the DFT total energy values, taken in the order of the records, are -3243.5042; -93927.2715; -2684.0587; -1335.1851 hartree.